The following is a DFT calculation (ωB97M-V with the def2-TZVPD basis set) of a structure of composition C27H50Br17FInO2 in a non-equilibrium geometry.

Computed properties:
Strongest force on any atom in Eh/bohr: 0.0235
LUMO in eV: 1.40
Total charge: -1
HOMO energy in eV: -4.93

Element x y z (Å)
Br  4.098  -4.340  3.229
Br  -5.072  -3.340  -0.565
H  2.366  0.587  5.367
Br  -0.261  -0.635  5.924
H  -2.716  0.944  2.333
Br  1.685  -3.370  -5.098
Br  -2.518  -1.461  -3.945
C  6.818  6.017  -0.090
C  1.242  5.108  1.236
H  2.114  5.448  1.775
H  0.910  0.761  -2.565
Br  5.913  4.692  2.281
H  -7.225  -6.415  -1.335
Br  2.950  -1.681  1.028
C  2.061  1.650  1.997
C  -8.552  -1.801  2.460
C  -2.217  -3.189  -3.106
H  -6.492  -5.810  0.165
H  -0.201  0.337  -0.527
H  -5.062  -0.041  1.819
H  -3.190  -3.675  -3.093
C  2.515  -4.271  2.098
H  1.099  0.516  7.633
C  -8.022  -1.777  3.868
F  -1.424  2.417  0.732
C  -3.038  0.572  1.363
Br  -2.469  -1.292  1.317
H  1.317  -3.990  -7.456
Br  0.970  -6.991  -5.096
H  -8.477  -0.999  4.471
H  3.360  0.263  6.802
H  1.975  -3.764  0.093
H  5.281  1.182  -0.657
H  3.039  1.033  -1.438
C  1.321  -0.355  7.020
Br  -6.103  -1.476  3.908
H  -4.862  1.689  1.473
H  -0.710  0.715  -3.216
Br  3.211  -1.750  5.378
H  5.773  6.286  -0.186
C  -0.626  1.160  -1.094
In  1.506  3.046  0.379
H  0.012  2.276  -2.820
H  -7.245  -3.995  -1.533
H  -7.926  -2.381  1.788
H  -2.485  1.090  0.586
H  2.517  -5.065  -6.713
H  -0.461  -5.165  -5.989
H  8.176  5.249  1.416
H  -8.171  -2.742  4.347
H  -2.181  -2.290  -1.114
H  0.363  6.918  0.352
H  3.969  3.639  -0.627
Br  7.086  4.429  -1.183
C  -0.525  2.481  -0.386
H  0.326  5.506  -0.685
C  2.801  -3.607  0.780
C  -1.690  -3.057  -1.705
C  2.547  -0.108  6.182
H  -1.694  0.931  -1.198
Br  0.180  -2.548  -1.645
O  2.057  6.756  -1.989
C  -6.389  -5.861  -0.914
C  2.293  0.726  2.744
C  1.542  -4.606  -6.588
H  2.525  -0.089  3.381
H  5.417  0.974  -2.411
H  2.827  3.927  -1.910
H  -1.754  -4.017  -1.196
C  -6.281  -4.500  -1.548
C  7.228  5.771  1.336
H  1.421  -1.230  7.654
H  -5.915  -4.547  -2.568
H  0.230  -6.148  -7.294
C  3.580  1.898  -1.799
H  -1.541  -3.738  -3.754
Br  -8.682  -0.015  1.703
C  2.158  6.520  -0.645
C  5.074  1.635  -1.622
H  2.207  -5.306  1.963
Br  -4.815  -6.945  -1.277
H  -0.908  3.291  -1.004
H  7.436  6.792  -0.539
C  3.121  3.213  -1.152
H  -9.566  -2.194  2.444
C  0.448  -5.616  -6.371
H  7.282  6.711  1.880
C  -0.062  1.235  -2.521
H  5.645  2.554  -1.724
C  -4.528  0.686  1.217
H  1.899  5.920  -2.442
Br  -5.093  0.412  -0.627
H  3.723  -3.951  0.320
Br  3.313  2.064  -3.772
C  0.928  6.032  0.055
H  0.350  5.065  1.853
H  1.758  -3.739  2.665
O  3.184  6.761  -0.078

Atomic partial charges in e from the Löwdin method, atoms 1 to 4: number 1, Br, carries 0.566; number 2, Br, carries 0.650; number 3, H, carries 0.023; number 4, Br, carries 0.602